11
Properties=species:S:1:pos:R:3 method="wB97M-V/def2-TZVPD" e_homo_ev=-9.5 smiles="NC=O.C=N" lumo_ev=-0.37 gap_ev=9.146
O -0.850 -1.685 1.788
C 0.354 -1.753 1.435
C -0.606 1.751 -0.764
H 1.226 -2.063 2.037
N 0.772 -1.175 0.291
N 0.079 1.194 -1.689
H 0.249 -0.521 -0.286
H -0.617 0.793 -2.252
H -1.404 1.231 -0.187
H 1.651 -0.680 0.222
H -0.855 2.909 -0.596


11
Properties=species:S:1:pos:R:3 method="wB97M-V/def2-TZVPD" e_homo_ev=-10.3 smiles="[H]/N=C(/C)NO" lumo_ev=0.52 gap_ev=10.801
H 0.909 0.980 -1.031
H 1.525 0.351 1.013
C -0.456 -0.010 0.052
N 0.675 -0.202 -0.815
H -1.164 1.612 -0.877
H -1.868 0.098 -1.520
H -2.524 0.582 -0.070
O 1.912 -0.137 0.248
C -1.639 0.632 -0.584
H 0.257 -1.194 1.310
N -0.656 -0.522 1.156


11
Properties=species:S:1:pos:R:3 method="wB97M-V/def2-TZVPD" e_homo_ev=-9.7 smiles="NC=O.C=N" lumo_ev=0.80 gap_ev=10.542
N -0.623 0.766 1.540
H 0.164 0.670 2.178
O 0.766 -2.367 0.252
C 0.805 -1.411 -0.487
N -0.092 -1.240 -1.483
H 0.008 -0.468 -2.122
H 1.521 -0.608 -0.347
C -0.576 1.872 0.924
H -0.819 -1.895 -1.708
H -0.202 2.808 1.352
H -0.952 1.873 -0.099


11
Properties=species:S:1:pos:R:3 method="wB97M-V/def2-TZVPD" s_squared=2.008 e_homo_ev="-7.7 / -7.9" lumo_ev="1.11 / -1.03" spin_multiplicity=3 gap_ev="8.800 / 6.873"
N 1.005 -1.374 0.078
O -1.391 0.539 0.538
C 1.079 -0.010 0.397
H 0.290 1.075 -1.345
H 1.494 0.029 1.376
N -2.331 -0.119 0.115
H 0.949 2.027 -0.074
H 0.538 -2.109 0.728
H -3.080 0.417 -0.472
C 0.750 1.029 -0.411
H 0.695 -1.504 -0.929


12
Properties=species:S:1:pos:R:3 method="wB97M-V/def2-TZVPD" e_homo_ev="-9.6 / -9.6" lumo_ev="-0.24 / -0.28" gap_ev="9.360 / 9.335"
N 0.344 -0.364 0.077
H -0.354 1.866 -1.197
H 0.977 -2.137 0.861
H -0.622 -2.129 -0.160
N -0.674 0.331 0.123
O 2.099 0.237 0.292
H 1.207 -1.961 -0.720
H -1.542 2.176 0.172
H 0.413 2.268 0.394
C 0.395 -1.777 0.077
C -0.475 1.718 -0.064
O -1.769 -0.227 0.145


12
Properties=species:S:1:pos:R:3 method="wB97M-V/def2-TZVPD" e_homo_ev="-8.6 / -7.5" lumo_ev="0.59 / -0.37" gap_ev="9.215 / 7.091"
H -1.956 0.330 1.449
N 0.871 0.484 0.203
H 2.488 0.013 -1.067
H 2.525 1.620 -0.271
N 0.279 -0.564 0.081
C -2.169 -0.206 0.545
O -2.615 0.553 -0.455
O 0.532 -1.697 -0.303
H -2.299 -1.274 0.546
H -2.814 0.029 -1.240
C 2.279 0.568 -0.147
H 2.879 0.142 0.659


12
Properties=species:S:1:pos:R:3 method="wB97M-V/def2-TZVPD" e_homo_ev=-10.0 smiles="NC(=O)O.C=N" lumo_ev=0.52 gap_ev=10.478
N 1.119 1.996 0.229
H 0.802 2.776 0.831
H -2.250 -2.323 -2.629
O 1.688 -0.177 0.566
H -0.674 -2.792 -1.686
H -1.163 -1.163 -0.192
O -0.315 0.509 1.294
C -1.563 -2.114 -1.800
N -1.801 -1.148 -0.983
H 2.045 2.111 -0.114
H -0.815 1.306 1.073
C 0.869 0.697 0.651


12
Properties=species:S:1:pos:R:3 method="wB97M-V/def2-TZVPD" e_homo_ev=-7.4 lumo_ev=0.79 gap_ev=8.185
H -1.813 -1.105 -0.421
C 0.912 0.216 0.025
H 2.597 -0.814 -0.472
C -0.533 0.332 0.250
O 1.497 1.236 0.567
N -1.219 -0.923 0.384
H -1.659 1.794 -0.415
H 1.058 -1.592 -0.815
H 0.442 1.482 0.977
O -1.083 1.138 -0.817
H -1.789 -0.961 1.219
N 1.589 -0.802 -0.483


13
Properties=species:S:1:pos:R:3 method="wB97M-V/def2-TZVPD" e_homo_ev="-8.8 / -8.8" smiles="NS(N)(=O)=C1CO1" lumo_ev="-0.48 / -0.48" gap_ev="8.328 / 8.327"
H -1.607 0.134 2.036
N -1.092 0.786 1.441
O -1.942 -1.362 0.284
C 2.012 -0.495 -0.699
H -0.941 0.110 -1.937
H 1.750 -1.616 -0.635
O 2.254 -0.129 0.613
H -2.207 0.535 -0.806
H -0.552 1.509 1.829
H 2.890 -0.310 -1.284
S -0.587 -0.214 0.207
N -1.147 0.604 -1.064
C 1.169 0.446 0.017


13
Properties=species:S:1:pos:R:3 method="wB97M-V/def2-TZVPD" e_homo_ev=-9.2 lumo_ev=0.58 gap_ev=9.790
O -1.238 -1.629 -0.657
N -1.903 0.835 1.914
C 0.863 -0.104 -0.965
C -2.001 1.239 0.791
S 0.155 -1.689 -0.431
H 0.056 0.586 -0.912
H -2.496 2.547 -0.406
O 0.388 -1.492 1.230
H -2.003 0.022 2.478
H 1.646 0.235 -0.142
H 0.188 -2.255 1.807
N -1.929 1.758 -0.307
H 1.201 -0.283 -1.883


13
Properties=species:S:1:pos:R:3 method="wB97M-V/def2-TZVPD" e_homo_ev="-9.1 / -8.2" lumo_ev="-0.01 / -0.19" gap_ev="9.134 / 8.043"
H -0.344 -1.141 0.420
H -2.853 -0.296 0.218
N -0.116 1.348 -0.203
C 0.710 -0.960 -0.121
O -1.355 0.808 -0.490
H -1.803 0.478 1.482
N 1.719 -0.736 0.747
O 0.806 -1.111 -1.321
H 1.566 -0.585 1.729
H 0.496 0.805 -1.914
H 2.578 -0.346 0.378
C -1.878 0.093 0.469
O 0.474 1.644 -1.394


13
Properties=species:S:1:pos:R:3 method="wB97M-V/def2-TZVPD" e_homo_ev="-11.1 / -10.9" lumo_ev="-1.76 / -1.55" gap_ev="9.296 / 9.381"
H 1.823 0.251 1.136
H 1.184 0.484 -1.387
C 1.286 -0.517 0.659
O -0.423 2.066 0.116
H -0.942 2.737 -0.349
H 0.498 -1.194 -1.267
H 0.677 -1.187 1.396
O -1.703 -1.523 -0.133
C 0.567 -0.225 -0.638
O -2.593 0.247 0.619
N -0.729 0.285 -0.608
H 2.083 -1.094 0.413
N -1.728 -0.328 0.043


13
Properties=species:S:1:pos:R:3 method="wB97M-V/def2-TZVPD" e_homo_ev=-9.5 smiles="NN[C@H](O)C(=O)O" lumo_ev=0.02 gap_ev=9.480
O -0.459 1.868 -1.284
H -0.911 0.865 1.123
H 0.920 -1.659 1.305
O -1.416 -0.128 -1.834
C -0.566 0.130 0.385
H 0.950 -0.024 -0.821
N 0.927 0.144 0.400
H 2.009 -0.435 1.941
O -1.165 -1.110 0.562
H -1.567 -1.323 -0.311
C -0.688 0.539 -1.095
N 1.486 -0.818 1.160
H 0.479 1.952 -1.531


17
Properties=species:S:1:pos:R:3 method="wB97M-V/def2-TZVPD" e_homo_ev="-9.9 / -9.9" lumo_ev="-1.26 / -1.26" gap_ev="8.644 / 8.648"
C -1.179 0.943 0.952
H -2.182 -0.859 1.621
O -0.124 -1.965 -1.077
H -0.886 1.187 2.012
C -0.132 -0.004 0.530
H 1.661 1.455 1.525
O -1.255 0.161 -1.847
S -0.209 -0.560 -1.164
O 3.374 -0.177 -1.966
O 1.174 -0.079 -1.859
H -2.950 -0.121 0.171
N 2.459 -0.595 -1.385
O 2.275 -1.297 -0.469
H 0.013 -0.901 1.195
N -2.291 -0.020 0.969
H -1.525 1.752 0.215
O 1.777 1.079 0.579


12
Properties=species:S:1:pos:R:3 method="wB97M-V/def2-TZVPD" e_homo_ev="-8.0 / -8.0" lumo_ev="-0.09 / -0.43" gap_ev="7.878 / 7.563"
H -1.057 -1.293 -1.899
H 1.804 -0.416 -0.790
H 2.204 0.823 0.396
N -2.243 1.433 0.050
H 0.991 1.113 -0.812
O -2.783 0.726 -0.672
H 1.030 -1.277 1.116
S -1.695 -1.254 -0.471
H 0.642 0.305 1.851
C 0.519 -0.209 0.936
C 1.390 0.400 -0.148
N -0.804 -0.350 0.444


11
Properties=species:S:1:pos:R:3 method="wB97M-V/def2-TZVPD" e_homo_ev=-14.4 total_charge=+1 lumo_ev=-4.92 gap_ev=9.507
P 1.665 -0.126 0.042
H -0.014 -2.111 0.508
C 0.181 -1.247 -0.238
C -0.714 0.821 -0.048
H -1.988 -0.777 -0.089
H -1.430 1.645 -0.067
H 1.055 2.528 0.033
N -0.954 -0.417 -0.084
H 0.228 -1.535 -1.236
N 0.525 1.153 -0.173
H 1.447 0.067 1.352


11
Properties=species:S:1:pos:R:3 method="wB97M-V/def2-TZVPD" e_homo_ev=-14.3 total_charge=+1 lumo_ev=-4.49 gap_ev=9.836
C -0.693 1.041 -0.119
N 0.824 -0.840 -0.621
H 0.008 1.015 1.942
H -1.876 1.154 0.082
P -0.331 -0.043 -1.722
C 0.781 -0.556 0.680
H 1.600 -1.095 1.260
N 0.055 0.471 0.999
H 1.217 -2.187 -0.811
H -1.236 -1.051 -1.347
H -0.348 2.089 -0.344


11
Properties=species:S:1:pos:R:3 method="wB97M-V/def2-TZVPD" e_homo_ev=-8.8 smiles="[H]/N=C/NSC" lumo_ev=0.94 gap_ev=9.726
C 0.756 1.463 -0.084
S -1.091 -0.287 0.996
H 1.836 2.840 -0.807
H -0.642 -2.651 1.297
H 1.204 1.367 0.871
H -0.785 0.635 -1.114
N -0.359 0.655 -0.198
H -1.479 -2.323 -0.258
H 0.244 -1.955 -0.082
N 1.020 2.238 -1.040
C -0.706 -1.982 0.417


11
Properties=species:S:1:pos:R:3 method="wB97M-V/def2-TZVPD" e_homo_ev=-8.2 lumo_ev=0.25 gap_ev=8.405
H -0.649 -2.887 -0.368
H 1.868 0.199 0.451
H -0.277 2.148 1.330
N -0.876 1.173 -0.602
C 0.878 0.598 0.224
C -0.078 1.391 0.528
H 0.546 0.179 -1.738
N 0.088 0.145 -0.903
H -1.774 0.770 -0.493
Si -0.639 -1.808 0.672
H 0.915 -1.908 0.900


11
Properties=species:S:1:pos:R:3 method="wB97M-V/def2-TZVPD" e_homo_ev=-14.1 total_charge=+1 lumo_ev=-4.89 gap_ev=9.253
N -0.669 0.117 -0.283
N 1.476 1.244 -0.264
H -1.422 -1.630 -0.134
C -0.444 -1.275 0.095
H 0.281 -1.787 -0.673
H 0.375 0.926 1.357
H -0.744 0.377 -1.339
C 0.370 1.072 0.328
H -1.508 0.413 0.196
H -0.151 -1.228 1.158
N 2.435 1.772 -0.440